{
  "formula": "C2H10NOS2",
  "method": "ωB97M-V with the def2-TZVPD basis set",
  "orbital_gap_ev": 9.11,
  "e_homo_ev": -12.61,
  "mol_weight_g_mol": 128.24,
  "e_tot_ev": -27436.56735,
  "lumo_ev": -3.50,
  "total_charge": 1,
  "de_lowest_kj_mol": 166.4,
  "symbols": ["N", "C", "C", "S", "S", "H", "H", "H", "H", "H", "H", "H", "H", "H", "H", "O"],
  "positions_angstrom": [[1.532, 0.218, -1.419], [0.042, -0.022, -1.593], [-0.834, 0.622, -0.309], [-0.931, -0.221, 1.368], [-0.777, -2.199, 1.083], [1.730, 1.301, -1.577], [2.058, -0.372, -2.042], [1.850, 0.224, -0.370], [-0.131, -1.094, -1.830], [-0.320, 0.543, -2.412], [-0.516, 1.610, 0.015], [-1.955, 0.608, -0.665], [-1.784, -2.768, 0.674], [1.849, 4.202, -1.291], [2.355, 3.405, -0.146], [2.029, 3.243, -1.028]]
}